18
Properties=species:S:1:pos:R:3:forces:R:3:nbo_charge:R:1 method="wB97M-V/def2-TZVPD" de_lowest_kj_mol=712.7 max_force_ha_per_bohr=0.11139 mol_weight_da=118.1 e_homo_ev=-9.255 homo_lumo_gap_ev=10.14
C -0.61022 -1.41924 -0.08755 -1.2 -0.7 1.3 -0.100
C -1.41458 -0.60574 -1.12427 -3.9 0.1 -0.3 -0.143
C -0.57330 0.97783 -0.32446 3.2 1.7 -0.8 0.150
C 1.31168 1.26011 0.41148 5.4 1.9 -0.2 -0.175
C 1.14391 -0.17686 1.04718 2.2 2.5 2.4 -0.090
H -1.21301 -1.31400 0.84411 0.8 -0.3 -0.1 0.184
H -0.63840 -2.50746 -0.38370 0.0 1.2 0.1 0.223
H -2.45566 -0.96253 -1.21446 0.3 -0.5 0.7 0.209
H -1.07251 -0.80236 -2.07357 1.5 0.2 -2.3 0.197
H 0.28090 0.28854 -0.84187 -2.7 1.6 0.8 0.185
H -0.99725 0.78020 0.65832 1.4 -0.3 0.8 0.144
H 1.97079 1.96646 1.01730 -1.2 -1.0 0.2 0.211
H 2.12133 1.06355 -0.38378 -1.2 -0.2 0.5 0.181
H 2.21630 -0.28692 1.66839 -2.2 -0.5 -2.6 0.210
H 0.54347 -0.20674 1.93810 -1.1 0.0 0.2 0.179
O -1.72410 0.91009 -1.02907 0.4 -2.0 -1.8 -0.506
O 0.35127 2.11356 -0.20966 -2.2 -1.2 1.0 -0.521
O 0.75940 -1.07850 0.08753 0.6 -2.5 -0.1 -0.538